Density functional theory data (ωB97M-V/def2-TZVPD) for C23H20F6IrN4O4S2 as an isolated structure in a non-equilibrium geometry.

XYZ file:
```
60
Properties=species:S:1:pos:R:3:forces:R:3:lowdin_charge:R:1
Ir -0.09567 0.49813 0.35378 -1.5 0.3 0.3 1.38
C -4.07699 2.01029 0.22708 0.0 0.0 0.0 0.02
C -3.02361 1.18481 0.62375 0.1 -0.3 0.0 -0.05
N -1.98222 0.94963 -0.16922 -0.3 0.6 0.3 -0.03
C -1.97506 1.54643 -1.39082 0.2 -0.3 -0.1 -0.14
C -2.96727 2.39612 -1.86042 0.0 -0.1 0.0 -0.11
C -4.04693 2.63952 -0.99443 0.0 0.0 0.0 0.06
C -2.81743 2.93392 -3.18444 0.0 0.0 0.0 0.03
C -1.77073 2.58533 -3.96780 0.0 0.0 0.0 0.03
C -0.76496 1.66899 -3.50422 0.0 0.0 0.1 -0.11
C 0.31453 1.19145 -4.26661 0.0 0.0 -0.1 0.06
C 1.17740 0.27892 -3.71135 0.0 0.0 0.0 0.01
C 1.02227 -0.12759 -2.38578 -0.1 0.0 0.0 -0.10
N 0.02025 0.31485 -1.62861 0.4 0.4 -0.5 -0.05
C -0.86752 1.19378 -2.20122 -0.1 -0.3 0.1 -0.12
H -4.89956 2.15680 0.91224 0.0 0.0 0.0 0.13
H -3.03149 0.69937 1.58869 0.1 0.1 0.0 0.12
H -4.84413 3.30799 -1.29327 0.0 0.0 0.0 0.14
H -3.57490 3.61398 -3.55144 0.0 0.0 0.0 0.14
H -1.68310 2.97919 -4.97180 0.0 0.0 0.0 0.14
H 0.45161 1.53107 -5.28551 0.0 0.0 0.0 0.14
H 2.00850 -0.11554 -4.27793 0.0 0.0 0.0 0.13
H 1.74111 -0.78245 -1.92286 0.0 0.0 0.1 0.11
F 4.84767 2.81244 -0.00513 0.0 0.0 0.0 0.19
C 4.37958 1.86254 0.77206 -0.1 0.0 -0.1 -0.67
F 4.29831 2.28453 2.01940 0.0 0.0 0.0 0.17
F 5.14748 0.79055 0.70372 0.0 0.0 0.0 0.17
S 2.66079 1.39832 0.16104 0.3 0.5 0.8 0.60
O 2.32916 2.26901 -0.92432 0.0 -0.2 -0.1 -0.25
O 2.65244 -0.02973 -0.04189 0.3 -0.4 -0.2 -0.35
N 1.67264 1.56239 1.44587 -0.2 0.3 -0.7 -0.38
S 0.95794 3.03659 1.74038 0.2 -0.4 0.2 0.65
O -0.43958 2.86097 1.37084 0.2 0.0 0.1 -0.33
O 1.69085 4.16981 1.30802 0.1 -0.1 -0.1 -0.20
C 0.97358 2.99518 3.58913 0.0 0.2 -0.1 -0.70
F 2.21208 2.97195 4.03038 0.0 0.0 0.0 0.19
F 0.31874 1.91372 4.01020 0.0 -0.1 0.0 0.14
F 0.35095 4.08197 4.00158 0.0 0.0 0.1 0.19
C 1.13810 -5.16845 -0.72759 0.0 0.1 0.0 0.03
N 1.09957 -3.82013 -0.22227 0.0 0.0 0.2 -0.08
C 2.16796 -3.32188 0.61295 0.0 0.0 -0.1 0.04
C -0.09073 -2.99571 -0.41820 0.1 -0.1 -0.1 -0.08
C -0.64230 -2.50915 0.89612 -0.2 -0.1 0.0 -0.23
C -1.07604 -3.46771 1.81892 0.1 -0.1 -0.2 -0.03
C -1.53799 -3.11498 3.06928 0.0 0.0 0.1 -0.04
C -1.57589 -1.77239 3.42152 0.0 0.1 0.0 -0.03
C -1.18287 -0.81187 2.50211 0.0 0.1 0.0 -0.12
C -0.72250 -1.16612 1.23344 0.5 -0.2 0.0 -0.23
H 2.16836 -5.47813 -0.88242 0.0 0.0 0.0 0.12
H 0.56138 -5.23418 -1.64803 0.0 0.0 0.0 0.12
H 0.67915 -5.83168 0.01857 0.0 0.0 0.0 0.13
H 1.86556 -3.40658 1.66242 0.0 0.0 0.0 0.13
H 2.33537 -2.26378 0.39634 0.0 0.0 0.1 0.09
H 3.06582 -3.90899 0.44585 0.0 0.0 0.0 0.12
H -0.81386 -3.58470 -0.98080 0.0 0.0 0.0 0.15
H 0.21887 -2.15386 -1.04053 0.0 0.1 0.0 0.11
H -1.04213 -4.51828 1.54533 0.0 0.0 0.0 0.12
H -1.86130 -3.87325 3.76888 0.0 0.0 0.0 0.12
H -1.91405 -1.46926 4.40348 0.0 0.0 0.0 0.13
H -1.20725 0.23583 2.80551 0.0 0.0 0.0 0.10
```
Forces are in eV/Å.

Its charge is +2. As for the strongest force on any atom: 0.031 hartree/bohr. Its expectation value of S² is 0.75. The calculation puts the energy at -2907.6874 Eh. For the LUMO energy (spin up / spin down), the calculation gives -6.915 / -8.617 eV. Its HOMO-LUMO gap (spin up / spin down) is 7.58 / 5.87 eV. The HOMO energy (spin up / spin down) comes out at -14.491 / -14.485 eV. Its spin multiplicity is 2.